1.
Here is a 2-piece molecular cluster, C7H11FN2 overall from the Open Molecules 2025 dataset. Energies are from wB97M-V/def2-TZVPD.

Results
HOMO level (alpha / beta) ... -4.91 / -9.34 eV
LUMO energy (alpha / beta) ... 0.03165 / -0.06722 Eh
Gap between HOMO and LUMO (alpha / beta) ... 5.769 / 7.514 eV
Relative energy (zero: lowest compared OMol25 entry of this formula, charge and spin) ... 22.1 kcal per mole
E_tot ... -13127.7475 eV

```
! wB97M-V def2-TZVPD RIJCOSX def2/J DEFGRID3
* xyz 0 3
C 4.438 0.496 -0.695
C -0.089 1.749 0.080
C -0.182 0.482 0.350
C -2.373 -0.109 -0.415
C -1.395 -0.272 0.717
C 1.227 -1.446 0.659
C 0.833 -0.440 -0.136
N 4.318 0.900 0.410
N 1.637 -0.053 -1.210
F 2.269 -2.328 0.409
H 0.882 2.141 -0.294
H -0.940 2.266 0.307
H -1.939 -0.666 -1.208
H -2.715 0.898 -0.720
H -3.343 -0.486 0.022
H -1.310 -1.322 0.856
H -1.660 0.067 1.697
H 0.830 -1.529 1.663
H 3.869 1.113 1.341
H 1.213 -0.023 -2.123
H 2.346 -0.726 -1.278
*
```

These are the Mulliken partial charges, in e, on atoms 1 to 2: -0.113, -1.317



2.
Here is C7H11FN2Si as an isolated structure from the Open Molecules 2025 dataset. Energies are from wB97M-V/def2-TZVPD.

Results
HOMO level ... -9.24 eV
LUMO energy ... 0.00812 Eh
Gap between HOMO and LUMO ... 9.466 eV
Relative energy (zero: lowest compared OMol25 entry of this formula, charge and spin) ... 0.0 kcal per mole
E_tot ... -21013.5672 eV

```
! wB97M-V def2-TZVPD RIJCOSX def2/J DEFGRID3
* xyz 0 1
C -3.426 -0.781 0.211
C -1.535 1.570 0.078
C -1.463 0.083 -1.888
C 1.810 1.812 0.018
C 1.389 -1.062 1.553
C -2.000 -0.820 0.439
C -1.305 0.258 -0.391
N -4.548 -0.707 0.007
N -1.645 2.641 0.478
F 1.694 -0.768 -1.254
Si 1.170 0.046 0.043
H -0.919 0.856 -2.423
H -2.515 0.140 -2.178
H -1.078 -0.889 -2.196
H 1.468 2.357 0.893
H 2.899 1.852 -0.004
H 1.439 2.343 -0.855
H 0.852 -0.682 2.418
H 1.043 -2.074 1.361
H 2.444 -1.125 1.823
H -1.824 -0.668 1.507
H -1.630 -1.808 0.152
*
```

These are the Mulliken partial charges, in e, on atoms 1 to 2: 0.089, 0.016



3.
Here is C7H11HgNP as an isolated structure from the Open Molecules 2025 dataset. Energies are from wB97M-V/def2-TZVPD.

Results
HOMO level ... -2.10 eV
LUMO energy ... 0.08994 Eh
Gap between HOMO and LUMO ... 4.546 eV
Relative energy (zero: lowest compared OMol25 entry of this formula, charge and spin) ... 0.0 kcal per mole
E_tot ... -22387.6170 eV

```
! wB97M-V def2-TZVPD RIJCOSX def2/J DEFGRID3
* xyz -1 1
C 2.884 1.117 0.360
C 3.375 0.129 1.311
C 2.604 0.262 2.526
C 1.616 1.297 2.324
C 1.762 1.777 0.969
Hg -0.306 1.289 -1.409
P -0.065 -0.812 -3.050
H 3.182 1.196 -0.685
H 4.122 -0.652 1.080
H 2.696 -0.377 3.428
H 1.133 2.573 0.538
H 0.866 1.677 3.044
H -0.655 -1.927 -2.394
H 1.310 -1.172 -3.423
H -0.798 -0.333 -4.256
C -4.410 -1.172 0.018
C -3.071 -0.698 -0.254
N -1.989 -0.285 -0.394
H -4.526 -2.196 -0.352
H -5.147 -0.529 -0.479
H -4.583 -1.160 1.097
*
```

These are the Mulliken partial charges, in e, on atoms 1 to 2: -0.735, -0.437